1.
Formula: C7H38O13
Source: the OMol25 dataset
Level of theory: ωB97M-V with the def2-TZVPD basis set

Computed properties:
**Relative energy (zero: lowest compared OMol25 entry of this formula, charge and spin)**: 4.456 eV
**Kohn-Sham gap**: 9.7145 eV

Structure (ORCA input):
```
! wB97M-V def2-TZVPD RIJCOSX def2/J DEFGRID3
* xyz 0 1
C 0.934 0.245 0.278
H -1.282 1.929 0.297
H 1.824 3.554 -1.828
C -0.226 -2.855 2.028
H 1.346 3.605 0.875
H 3.342 -0.559 -3.628
O 2.119 1.945 3.180
H -0.975 1.555 -2.041
H 1.395 1.241 0.111
O 2.864 -0.629 -4.496
O -0.427 0.285 3.835
H -1.663 2.428 1.778
H -1.456 0.947 -3.762
H -0.197 3.413 0.649
H -0.201 -0.288 4.479
H 0.286 -2.207 -0.454
H 2.937 -3.348 2.539
H -1.099 -2.923 1.356
H -3.903 -1.355 -2.237
C 0.114 0.125 -1.054
O -0.144 0.132 -4.166
O -1.739 2.609 0.844
O -4.085 0.337 0.349
H -0.665 -0.087 -4.959
H -3.226 -0.801 -1.022
C 2.195 -2.527 2.637
O -0.301 1.482 -1.267
H -0.789 -0.537 -0.907
H -0.541 -3.316 -2.799
C 2.029 -0.816 0.251
H -3.742 0.133 1.303
H -3.346 0.841 0.049
O -0.574 -2.370 -2.933
H -1.158 -1.905 -2.219
O 0.577 3.483 1.413
O -2.363 1.118 -3.298
H 2.030 -3.055 -0.308
H -0.025 -0.617 -3.694
O 2.526 3.241 -1.253
C 1.281 -2.218 0.159
H 0.573 -0.119 -1.976
O -3.106 0.535 2.983
H 2.680 -0.580 1.101
H 2.761 -1.603 2.748
H -3.546 1.118 3.597
H 2.360 0.250 -4.640
H -2.243 0.329 3.539
H 2.434 2.278 -1.336
H -0.459 -3.293 2.993
C 0.986 -2.532 1.610
H 1.414 2.498 2.707
H 2.966 2.199 3.089
H -2.490 0.252 -2.910
H 1.957 -2.772 3.729
H 0.145 1.121 3.828
H 0.215 0.242 1.150
H 2.817 -0.642 -0.561
O -3.133 -1.517 -1.735
*
```

2.
Formula: C7H39NO13
Source: the OMol25 dataset
Level of theory: ωB97M-V with the def2-TZVPD basis set

Computed properties:
**Relative energy (zero: lowest compared OMol25 entry of this formula, charge and spin)**: 6.047 eV
**Kohn-Sham gap**: 8.6187 eV

Structure (ORCA input):
```
! wB97M-V def2-TZVPD RIJCOSX def2/J DEFGRID3
* xyz 0 1
H 3.405 -0.232 1.448
H -3.264 2.187 -0.100
O 0.727 3.772 -1.605
H -0.945 3.027 0.248
H -2.090 2.033 2.009
H -0.826 -2.274 2.940
O -1.965 -1.628 -4.266
H 1.049 -2.258 -1.200
H -0.961 0.657 -0.119
H 2.113 3.987 1.718
C 3.231 -0.338 -1.173
H 3.969 1.165 -2.572
N -0.580 0.248 0.682
H 4.253 -0.888 -1.124
C 2.445 -0.671 1.050
H -2.802 -1.810 -3.863
H 1.612 3.681 0.267
H 1.185 -1.762 -4.052
H 0.921 0.665 4.160
O 3.505 -3.411 -1.351
C -0.245 -1.170 0.243
H 0.656 -0.473 -1.596
H -2.210 0.229 2.722
H 0.720 -1.517 4.031
H -2.693 -0.980 2.029
O -1.303 2.646 2.152
O -3.728 1.331 -0.048
H -0.239 -2.094 -3.740
H 0.134 -1.745 1.091
H -2.318 0.632 -1.422
O -1.566 3.052 -0.531
H -1.002 3.688 -1.006
H -2.165 -1.275 -0.833
H 2.744 -3.344 -0.743
O -1.489 -3.019 2.564
C -1.483 -1.980 -0.335
H -1.831 1.939 -2.175
H -0.955 -3.620 2.077
H 1.432 3.635 -2.244
O 0.549 -2.389 3.679
H 1.845 -0.542 1.948
O 0.588 -1.925 -3.294
H -1.566 3.564 2.246
H -1.238 -2.681 -1.138
C 2.203 -0.829 -0.244
H 0.267 0.740 0.966
H -1.898 -0.666 -4.387
H 3.470 -2.791 -2.091
H 2.108 1.128 -1.980
C 0.858 -1.222 -0.772
H -3.434 0.845 0.787
O 1.720 3.305 1.124
H 0.607 4.734 -1.671
O 0.091 0.309 3.890
H -0.174 0.297 2.961
H 0.192 -3.041 4.266
C 3.207 0.784 -1.874
O -1.865 0.985 -2.221
O -2.906 -0.052 2.130
H -2.064 -2.641 0.344
*
```

3.
Formula: C7H4AsO2S5W
Source: the OMol25 dataset
Level of theory: ωB97M-V with the def2-TZVPD basis set

Computed properties:
**Kohn-Sham gap (spin up / spin down)**: 4.4716 / 4.4706 eV

Structure (ORCA input):
```
! wB97M-V def2-TZVPD RIJCOSX def2/J DEFGRID3
* xyz -1 1
C 0.436 0.166 1.028
H -0.256 -1.229 3.313
S 0.870 3.019 -1.768
C -0.900 -1.590 0.006
O -0.105 1.381 0.963
O 1.768 0.186 0.817
C -1.472 -2.778 2.448
W 0.862 0.920 -0.793
H -1.697 -3.244 3.398
S -0.473 -0.826 -1.551
C -0.375 -1.060 1.183
H -2.629 -4.180 1.308
C -1.996 -3.303 1.272
As 3.001 5.484 -3.811
S 4.030 6.485 -2.288
C -1.717 -2.713 0.050
H -2.125 -3.121 -0.866
C -0.663 -1.653 2.405
S 2.115 1.526 -2.599
S 1.328 6.531 -4.514
*
```